{"formula": "C50H38CuN5O4S2", "method": "ωB97M-V/def2-TZVPD", "total_charge": 1, "gap_ev": [6.92, 5.79], "relative_energy_ev": 0.000, "multiplicity": 2, "lumo_energy_ev": [-3.42, -4.51], "energy_ev": -134411.3820, "species": ["C", "H", "O", "H", "S", "S", "C", "H", "H", "C", "C", "C", "H", "C", "H", "C", "C", "C", "C", "H", "C", "H", "C", "H", "C", "C", "C", "H", "H", "C", "C", "H", "C", "H", "N", "C", "H", "N", "C", "H", "H", "H", "H", "C", "C", "C", "C", "C", "Cu", "H", "H", "H", "H", "C", "C", "H", "N", "H", "H", "C", "C", "C", "C", "C", "C", "O", "H", "C", "C", "H", "H", "C", "C", "C", "C", "C", "H", "H", "H", "C", "C", "N", "C", "C", "H", "C", "H", "H", "H", "C", "H", "C", "C", "C", "N", "C", "H", "H", "O", "O"], "positions_angstrom": [[-0.96253, -1.00026, 3.71618], [6.49255, 0.84250, -0.49836], [1.99441, 0.44740, 1.44509], [5.57267, -3.14213, -1.74676], [-1.07214, 2.10614, 0.89968], [1.99119, -0.73084, 0.54416], [2.67016, 4.07206, -0.73385], [-1.05401, 4.13534, 7.09148], [-3.66740, -6.70528, 1.48092], [-1.73040, -5.03990, 0.52865], [1.04312, -0.33480, -0.95302], [2.21706, 2.84923, -1.28774], [-4.31214, -3.15153, -1.99700], [2.87801, 2.32563, -2.42803], [4.20937, 1.07554, 0.44480], [0.67455, -1.48379, -1.69751], [0.45325, 2.80885, 0.34590], [3.99722, -2.08369, -0.76161], [1.98468, 4.64098, 0.36727], [-3.03218, 1.47685, -1.11111], [-0.75288, 2.29743, -2.89194], [-1.74352, -0.88420, -4.87123], [-2.00419, -6.52440, 0.46925], [-0.48600, 3.19057, -2.34371], [-4.73720, -1.11382, -2.46611], [5.78811, 0.02365, -0.58264], [-4.04363, -2.12335, -1.81076], [5.26573, 4.68494, -2.84150], [-3.14298, 3.18474, 2.47053], [4.41473, 4.18112, -2.40191], [-0.25287, 1.03985, -2.46581], [8.01393, -0.35515, -2.00833], [-0.77796, -4.50436, 1.38169], [-6.60538, -3.03528, -4.24341], [-1.21225, -0.48245, 2.70458], [-3.35285, 0.46639, -1.32704], [-5.69599, -0.88833, -4.34715], [-2.69487, -0.50917, -0.69107], [0.61414, 0.91898, -1.32694], [0.34220, 4.48387, 1.71205], [1.03608, -2.45468, -1.37759], [0.88718, 1.82733, 3.03372], [0.66902, 2.20645, 5.46688], [-1.57769, 2.38731, -3.97721], [-0.63269, -1.61245, 4.89582], [-5.85899, -1.43332, -3.41146], [1.09866, 2.19225, -0.69796], [7.58460, -1.31703, -1.73065], [-1.38429, -0.32992, 0.82243], [-0.38755, -2.25815, -3.36856], [-1.68661, -6.90565, -0.50259], [4.13743, 5.64523, -0.87785], [-3.35115, 3.55675, 4.91367], [-1.46736, 3.15713, 6.83494], [3.61977, -0.88265, -0.17812], [-0.91435, 2.40245, 7.39109], [-0.58484, -4.18539, 4.81912], [-1.95178, 3.35400, -4.28884], [-4.87479, 1.02582, -2.70690], [-1.94454, 1.23252, -4.69971], [-2.31664, 2.97232, 3.13656], [-0.62008, -0.11685, -3.19777], [-0.60479, -3.13368, 1.41231], [4.51115, 0.16979, -0.06647], [-0.59823, -3.03218, 4.85422], [-3.38619, -6.80245, 0.56465], [3.30928, -2.92067, -0.79901], [-2.42102, 3.18296, 4.50358], [-0.16197, 2.43393, 4.80933], [0.11323, -2.67104, 2.07424], [-2.50654, 3.14007, 7.15986], [-0.11863, -1.37791, -2.79580], [-1.35466, 2.91705, 5.35693], [-3.02986, -1.79313, -0.93352], [-1.11949, 2.50242, 2.62672], [-0.30645, -0.84647, 6.04323], [-2.59038, 1.32328, -5.56367], [8.22932, -1.75921, -0.96854], [-3.24194, -4.57868, -0.91247], [6.18559, -1.15829, -1.20374], [-1.47617, 0.00835, -4.31761], [-1.32789, -2.31374, 0.64958], [3.79197, 4.71450, -1.31067], [-2.47729, -4.17306, -0.26483], [2.33237, 5.58336, 0.77176], [0.88552, 4.03573, 0.89202], [-6.79122, -1.06234, -2.97071], [4.44441, 2.56818, -3.84028], [-1.42326, -7.04285, 1.23498], [3.94595, 2.97840, -2.97155], [7.60821, -1.97076, -2.60157], [-2.26107, -2.81260, -0.17828], [-4.37555, 0.20087, -2.21544], [-0.03113, 2.22511, 3.44889], [-0.04121, -0.19819, 6.95743], [5.27302, -2.20876, -1.28591], [-0.19682, -5.13078, 2.04524], [2.53221, 1.39701, -2.86446], [-5.90480, -2.82736, -3.61832], [-2.17878, 2.81037, 0.21119]]}

{"formula": "C5H8", "method": "ωB97M-V/def2-TZVPD", "gap_ev": 10.21, "relative_energy_ev": 2.118, "smiles": "CC#CCC", "lumo_energy_ev": 1.06, "energy_ev": -5312.0490, "species": ["H", "C", "H", "C", "H", "H", "H", "C", "H", "H", "H", "C", "C"], "positions_angstrom": [[1.40077, 1.61781, -1.28213], [0.54567, 0.92793, -1.28425], [2.04398, -0.64450, -0.87150], [-1.18980, -0.30613, 1.80746], [-0.56198, -1.15167, 1.45568], [0.61491, -1.21663, -1.79310], [-2.22918, -0.64474, 1.81780], [-0.93040, 0.75510, 0.83083], [0.05740, 1.04945, -2.26165], [-0.86785, -0.05537, 2.82138], [0.52195, -0.93935, -0.07303], [-0.37227, 1.15703, -0.16167], [0.96680, -0.54892, -1.00583]]}

{"formula": "C3H3ClIN3", "method": "ωB97M-V/def2-TZVPD", "gap_ev": 9.09, "relative_energy_ev": 0.266, "smiles": "Cn1nnc(Cl)c1I", "lumo_energy_ev": -0.24, "energy_ev": -28251.1467, "species": ["H", "C", "H", "C", "H", "N", "I", "N", "Cl", "C", "N"], "positions_angstrom": [[2.54403, 0.41540, -0.04376], [1.47480, 0.81541, 0.02937], [1.40641, 1.39493, 0.94883], [-0.88542, 0.11333, 0.11319], [1.49364, 1.48420, -0.77894], [0.59827, -1.42321, -0.07147], [-1.84637, 2.05870, 0.00807], [0.43248, -0.14492, -0.03104], [-3.15871, -1.48727, 0.03550], [-1.47933, -1.13305, -0.01916], [-0.57980, -2.09352, -0.19059]]}